# 1
DFT (ωB97M-V/def2-TZVPD) results for a molecular structure, C50H60CoGe2N4OSi at a distorted geometry.

Geometry as XYZ:
```
119
Properties=species:S:1:pos:R:3:mulliken_charge:R:1
Co 0.209 0.020 0.264 -2.3143
N 0.152 0.529 3.366 1.2124
C -0.360 -0.453 4.280 0.3026
C -0.604 -0.038 5.583 -0.8388
C -1.193 -0.884 6.502 -0.7148
C -1.575 -2.152 6.087 -1.0978
C -1.299 -2.566 4.795 -1.2728
C -0.629 -1.766 3.857 1.0555
C -0.157 -2.366 2.544 1.8140
C -0.103 -3.776 2.492 -1.0424
C 0.347 -4.470 1.383 -1.3227
C 0.889 -3.766 0.318 -0.9962
C 0.955 -2.383 0.414 0.4057
C 0.371 -1.634 1.452 0.3961
H -0.380 0.512 2.513 -1.3752
H 0.108 1.461 3.753 0.5810
H -0.351 0.982 5.863 0.4150
H -1.383 -0.545 7.514 0.4267
H -2.083 -2.823 6.769 0.4047
H -1.631 -3.554 4.504 0.2897
H -0.389 -4.361 3.358 0.4527
H 0.336 -5.556 1.384 0.3776
H 1.296 -4.286 -0.547 0.4557
H 1.517 -1.865 -0.366 0.0712
C 4.397 -1.083 3.143 -1.2574
C 2.909 -0.876 3.509 -0.5550
Ge 2.067 0.411 2.276 2.3894
C 2.432 2.157 3.215 -1.0229
C 3.906 2.616 3.269 -1.2520
C 3.574 0.499 -1.351 -0.5673
C 2.840 0.625 -2.727 3.1839
Ge -0.766 -0.366 -2.131 1.5903
C -1.362 1.064 -3.411 -0.8573
C -0.725 1.084 -4.817 -1.3715
C -0.910 -1.975 -3.289 -0.5789
C 0.276 -2.162 -4.258 -1.3495
C 3.715 0.508 -3.970 -0.2053
C 5.104 0.599 -3.956 -0.6526
C 5.845 0.501 -5.134 -0.8426
C 5.210 0.308 -6.353 -0.4284
C 3.817 0.227 -6.385 -1.0325
C 3.089 0.330 -5.208 0.1518
H 4.834 -1.934 3.678 0.3409
H 5.003 -0.204 3.383 0.2681
H 4.529 -1.280 2.071 0.2834
H 2.793 -0.521 4.542 0.4281
H 2.368 -1.827 3.422 0.3083
H 2.056 2.037 4.240 0.6592
H 1.815 2.918 2.715 0.3635
H 4.508 1.945 3.890 0.3058
H 4.001 3.620 3.694 0.3662
H 4.374 2.648 2.281 0.2449
H 4.617 0.197 -1.472 0.8628
H -1.216 2.031 -2.911 0.2434
H -2.435 0.933 -3.549 0.9623
H 0.367 1.132 -4.803 0.1955
H -1.072 1.953 -5.383 0.3522
H -1.007 0.195 -5.390 0.4284
H -1.865 -1.922 -3.824 0.5635
H -0.955 -2.852 -2.641 0.2109
H 0.379 -1.336 -4.967 0.2206
H 0.167 -3.079 -4.846 0.4473
H 1.228 -2.241 -3.716 0.2182
H 5.635 0.760 -3.023 0.3245
H 6.927 0.575 -5.091 0.3831
H 5.788 0.221 -7.267 0.3898
H 3.301 0.079 -7.326 0.4063
H 2.003 0.270 -5.243 0.0666
C 2.051 4.438 -1.051 -1.4859
Si 1.785 2.577 -1.005 -1.0002
C 3.455 1.816 -0.534 0.0367
C 2.005 1.947 -2.773 -0.1097
N 0.389 2.011 -0.169 1.2265
C -0.790 2.721 -0.041 -0.2073
C -1.054 3.998 -0.610 -0.4013
C -2.258 4.672 -0.467 -1.2189
C -3.315 4.092 0.222 -0.8978
C -3.124 2.825 0.760 -0.5773
C -1.903 2.178 0.644 0.4731
O -1.726 0.857 1.113 1.2000
C -2.604 0.300 2.048 -0.4469
C -2.898 -1.038 1.911 0.1469
C -3.733 -1.663 2.829 -0.8397
C -4.245 -0.949 3.906 -0.9779
C -3.887 0.384 4.067 -0.9824
C -3.063 1.013 3.144 0.0633
H 3.118 4.603 -1.258 0.4242
H 1.807 4.937 -0.097 0.3305
H 1.476 4.931 -1.849 0.4077
H 4.205 2.541 -0.887 0.7375
H 3.103 -0.307 -0.786 -0.5045
H 3.653 1.650 0.528 -0.6167
H 2.577 2.716 -3.307 0.8680
H 1.074 1.808 -3.329 -0.6664
H 2.132 -0.203 -2.784 -1.3438
H -0.278 4.456 -1.212 0.2567
H -2.374 5.652 -0.918 0.3941
H -4.267 4.599 0.336 0.4344
H -3.948 2.329 1.251 0.3934
H -2.430 -1.590 1.116 0.3172
H -3.956 -2.720 2.707 0.5925
H -4.893 -1.433 4.632 0.4165
H -4.247 0.944 4.924 0.4180
H -2.771 2.046 3.283 0.5870
N -5.000 -0.242 -1.492 -0.1018
C -3.752 0.266 -1.535 -0.9873
N -2.835 -0.670 -1.471 -0.2511
C -3.546 -1.892 -1.380 0.1760
C -3.090 -3.192 -1.161 0.1412
C -4.039 -4.190 -1.048 -1.1177
C -5.417 -3.913 -1.140 -0.5960
C -5.878 -2.624 -1.301 -1.0826
C -4.910 -1.626 -1.392 1.0829
H -5.840 0.302 -1.516 0.2584
H -3.546 1.332 -1.565 0.7927
H -2.030 -3.399 -1.038 0.0606
H -3.717 -5.210 -0.873 0.4651
H -6.131 -4.726 -1.064 0.4045
H -6.940 -2.401 -1.337 0.4359
```

Its total energy is -219367.426 eV. The frontier orbital gap (spin up / spin down) is 6.4 / 6.6 eV. Its spin multiplicity is 2. Its expectation value of S² is 1.19. The net charge is 0.


# 2
DFT (ωB97M-V/def2-TZVPD) results for a molecular structure, C50H60CrN2O2PSe.

Geometry as XYZ:
```
117
Properties=species:S:1:pos:R:3:mulliken_charge:R:1
Cr -0.245 0.935 0.089 -0.6939
C 3.347 -5.016 1.483 -2.1850
C 4.133 -4.143 0.505 2.0667
C 5.466 -3.763 1.163 -1.7408
C 4.410 -4.969 -0.758 -1.7281
C 3.371 -2.871 0.138 -0.5154
C 2.162 -2.546 0.692 -0.7599
C 1.531 -1.331 0.346 0.2757
N 0.319 -0.906 0.741 0.7948
C -0.708 -1.575 1.362 -0.8761
C -0.620 -2.559 2.343 -0.7724
C -1.767 -3.183 2.798 -0.9757
C -2.981 -2.820 2.201 0.3949
C -3.118 -1.820 1.241 -1.0898
C -1.957 -1.116 0.863 0.8797
O -1.951 -0.096 0.016 -0.6665
C -4.466 -1.504 0.594 2.7651
C -4.861 -0.058 0.901 -1.2557
C -4.357 -1.682 -0.927 -1.5369
C -5.583 -2.423 1.093 -2.5645
C -1.673 -4.205 3.932 2.3121
C -3.019 -4.864 4.237 -2.2937
C -1.183 -3.499 5.203 -1.6679
C -0.679 -5.310 3.553 -1.6565
C 2.126 -0.440 -0.601 -0.0260
O 1.467 0.658 -0.904 0.4115
C 3.343 -0.807 -1.229 -0.2335
C 3.932 -1.985 -0.814 -0.2049
C 3.947 0.046 -2.347 2.6960
C 4.299 1.446 -1.830 -1.2182
C 5.224 -0.580 -2.910 -2.4855
C 2.941 0.171 -3.502 -1.5724
H 3.924 -5.914 1.713 0.5052
H 2.388 -5.330 1.066 0.4263
H 3.155 -4.495 2.424 0.3840
H 6.045 -4.661 1.399 0.4681
H 5.293 -3.210 2.088 0.3691
H 6.069 -3.134 0.506 0.3216
H 4.936 -5.892 -0.499 0.4511
H 5.028 -4.425 -1.474 0.3409
H 3.476 -5.235 -1.258 0.3601
H 1.671 -3.214 1.378 0.2629
H 0.342 -2.773 2.787 1.0339
H -3.873 -3.339 2.516 0.6911
H -4.095 0.626 0.551 -0.1831
H -4.991 0.086 1.978 0.2867
H -5.805 0.191 0.404 0.5081
H -3.629 -0.992 -1.350 -0.0073
H -5.331 -1.498 -1.390 0.4603
H -4.048 -2.702 -1.173 0.3562
H -5.759 -2.311 2.165 0.4088
H -5.371 -3.475 0.887 0.4414
H -6.510 -2.161 0.576 0.4568
H -3.764 -4.136 4.565 0.4300
H -2.891 -5.592 5.041 0.4374
H -3.420 -5.391 3.367 0.3819
H -1.891 -2.730 5.518 0.3663
H -0.224 -3.006 5.041 0.3180
H -1.065 -4.218 6.019 0.4317
H -0.971 -5.789 2.616 0.3173
H -0.643 -6.072 4.336 0.4842
H 0.332 -4.917 3.425 0.3353
H 4.876 -2.268 -1.259 0.4892
H 4.897 1.390 -0.916 0.3155
H 3.401 2.015 -1.621 -0.0539
H 4.878 1.986 -2.585 0.5054
H 6.025 -0.623 -2.167 0.3985
H 5.579 0.033 -3.742 0.4759
H 5.055 -1.590 -3.290 0.4257
H 2.023 0.655 -3.173 0.0934
H 2.692 -0.815 -3.903 0.3536
H 3.378 0.767 -4.310 0.4368
C -1.848 1.083 -3.149 -1.3441
C -0.998 2.177 -3.739 0.8344
C -0.848 2.252 -5.121 -0.7275
C -0.066 3.230 -5.719 -0.8402
C 0.588 4.162 -4.930 -0.7559
C 0.446 4.107 -3.550 -1.3226
C -0.344 3.132 -2.946 0.6822
P -0.482 3.037 -1.127 2.6418
C 0.631 4.338 -0.508 -0.1582
C 1.880 3.869 -0.112 -0.8434
C 2.854 4.729 0.374 -1.2355
C 2.566 6.077 0.485 -0.8402
C 1.316 6.551 0.108 -0.9513
C 0.331 5.705 -0.392 1.3161
C -0.984 6.312 -0.805 -1.0634
C -2.183 3.410 -0.685 0.3020
C -3.166 3.992 -1.473 -0.2346
C -4.450 4.128 -0.972 -0.7245
C -4.722 3.687 0.323 -0.7184
C -3.737 3.098 1.099 0.0657
C -2.440 2.927 0.606 0.1205
C -1.332 2.252 1.356 -2.6935
H -2.096 0.344 -3.911 0.5289
H -2.779 1.475 -2.732 0.3073
H -1.347 0.554 -2.336 0.1029
H -1.348 1.513 -5.737 0.4125
H 0.037 3.256 -6.796 0.3651
H 1.211 4.926 -5.377 0.4473
H 0.965 4.829 -2.931 0.4167
H 2.079 2.807 -0.156 0.6923
H 3.809 4.333 0.690 0.4961
H 3.305 6.765 0.878 0.3709
H 1.091 7.607 0.204 0.3915
H -0.927 7.398 -0.736 0.5226
H -1.807 5.972 -0.177 0.1329
H -1.241 6.053 -1.833 0.1919
H -2.930 4.326 -2.478 0.4343
H -5.231 4.569 -1.578 0.4353
H -5.723 3.793 0.725 0.3783
H -3.968 2.746 2.097 0.4357
H -1.689 1.660 2.200 0.8595
H -0.603 2.972 1.738 0.8309
Se 1.761 1.358 2.527 -0.0585
C 0.576 1.644 3.904 0.4154
N -0.181 1.821 4.763 -0.7807
```

Its total energy is -162960.471 eV. The frontier orbital gap (spin up / spin down) is 6.4 / 5.4 eV. Its spin multiplicity is 5. Its expectation value of S² is 6.12. The net charge is -1.